Record 1
# C20H24IrN6O6P2

A molecular structure, C20H24IrN6O6P2 (ωB97M-V/def2-TZVPD, OMol25).

- Multiplicity: 2
- Energy relative to the best compared isomer or geometry (same formula, charge and spin): 1.79 kcal/mol
- Gap between HOMO and LUMO (spin up / spin down): 6.56 / 5.65 eV
- Total charge: +2
- LUMO energy (spin up / spin down): -6.7 / -7.6 eV

Last column: natural (NBO) charge in e.
Geometry (Å):
Ir -0.851 -0.346 -0.106  1.344
P 0.688 2.742 0.248  0.833
P -1.548 -3.195 1.799  1.960
O 1.547 -3.348 -5.402  -0.380
O -0.620 -3.828 -3.430  -0.418
O -1.391 -1.757 1.291  -1.123
O -0.452 -1.859 -1.344  -0.632
O 1.773 0.016 -2.002  -0.547
O 3.040 -0.964 -4.479  -0.402
N 0.096 2.863 -2.523  -0.289
N 2.813 1.005 0.969  -0.288
N -0.605 1.049 -1.531  -0.440
N -1.444 1.160 1.138  -0.460
N -1.419 3.120 2.107  -0.291
N 0.947 -0.023 0.532  -0.341
C -0.831 -4.442 0.744  -1.019
C 0.035 2.197 -1.352  0.095
C 2.102 -1.419 -3.910  0.394
C -2.493 2.437 2.607  -0.032
C 1.872 -0.972 0.862  -0.067
C 0.176 -2.929 -3.353  0.357
C -0.975 0.975 -2.846  -0.078
C -0.787 -3.333 3.408  -1.011
C 3.810 2.064 1.144  -0.411
C -3.282 -3.576 1.982  -1.012
C -0.539 2.107 -3.470  -0.022
C -1.029 4.484 2.478  -0.412
C 1.303 -2.728 -4.433  0.396
C 1.402 -0.973 -2.629  0.318
C -2.503 1.215 2.002  -0.059
C 0.725 4.165 -2.755  -0.412
C -0.798 2.322 1.213  0.077
C 3.040 -0.332 1.137  -0.024
C 1.532 1.175 0.600  0.104
C 0.345 -1.885 -2.376  0.222
H -1.520 0.138 -3.249  0.251
H -1.711 4.837 3.245  0.247
H 0.225 4.936 -2.173  0.228
H -3.152 2.868 3.342  0.255
H -1.190 -2.567 4.071  0.268
H 0.292 -3.203 3.325  0.260
H 4.002 -0.716 1.424  0.258
H 1.779 4.123 -2.491  0.233
H -0.017 4.493 2.875  0.230
H -3.705 -3.025 2.822  0.266
H 3.512 2.734 1.948  0.230
H 4.757 1.601 1.401  0.247
H 0.242 -4.277 0.642  0.255
H 1.644 -2.023 0.854  0.242
H -3.185 0.392 2.126  0.247
H -0.994 -5.431 1.175  0.277
H -0.625 2.426 -4.494  0.259
H -1.096 5.143 1.616  0.231
H -1.288 -4.394 -0.242  0.286
H 3.930 2.620 0.217  0.234
H 0.637 4.405 -3.810  0.248
H -3.411 -4.645 2.158  0.275
H -3.810 -3.303 1.068  0.270
H -0.993 -4.317 3.832  0.274

Atomic forces in eV per Å
-0.51 0.13 0.19
0.12 0.06 0.02
-0.05 0.09 0.04
-0.09 -0.49 -0.44
-0.51 0.16 0.80
0.03 0.00 0.09
0.28 -0.13 -0.67
-0.14 -0.48 0.05
0.21 0.62 0.39
-0.07 -0.09 -0.01
-0.02 -0.04 -0.01
-0.23 0.03 -0.11
-0.11 -0.13 0.06
-0.04 -0.07 -0.02
0.49 0.20 0.35
0.09 0.12 -0.09
-0.11 0.16 -0.16
-0.83 -1.92 -1.14
0.07 -0.01 -0.05
-0.11 -0.16 -0.03
1.17 -1.18 -2.49
-0.07 0.06 0.02
0.04 -0.01 0.03
0.01 0.03 0.01
-0.04 0.02 -0.03
0.07 0.02 0.08
0.00 0.00 -0.02
0.27 1.85 1.68
1.86 1.06 -0.98
0.02 0.04 0.01
0.00 0.01 0.02
-0.10 0.16 0.08
0.08 0.07 -0.03
-0.03 -0.15 0.13
-1.71 0.07 2.32
-0.01 0.01 -0.01
-0.01 -0.01 0.00
-0.01 -0.01 0.00
0.00 0.01 -0.01
0.00 -0.01 -0.01
0.00 0.00 0.01
0.00 0.00 0.00
0.00 -0.02 -0.01
0.00 -0.02 0.00
0.00 0.02 -0.03
-0.01 -0.01 0.00
0.00 -0.02 0.00
0.02 -0.02 -0.01
0.01 0.02 0.00
0.01 0.00 0.01
-0.01 0.04 0.01
0.00 0.00 0.00
-0.01 -0.01 0.00
-0.02 -0.03 -0.11
0.00 -0.01 -0.01
-0.01 -0.02 -0.01
-0.01 0.00 0.02
-0.01 -0.04 0.00
0.02 0.00 0.01

Record 2
# C20H24N2O2

C20H24N2O2 in the gas phase (ωB97M-V/def2-TZVPD, OMol25).

- Energy relative to the best compared isomer or geometry (same formula, charge and spin): 0.00 kcal/mol
- Gap between HOMO and LUMO: 9.47 eV
- LUMO energy: 0.6 eV

Last column: natural (NBO) charge in e.
Geometry (Å):
O -1.609 2.664 -1.590  -0.625
O 2.627 1.946 1.268  -0.626
N -1.068 2.153 0.541  -0.620
N 1.697 0.897 -0.509  -0.652
C -1.714 1.924 -0.629  0.651
C -2.542 0.683 -0.654  -0.151
C -2.666 0.001 -1.860  -0.180
C 3.721 -2.762 -0.252  -0.200
C -4.033 -1.647 -0.787  -0.192
C 1.665 -1.513 -0.162  -0.037
C 4.546 0.879 -0.840  -0.645
C -3.947 -0.962 0.421  -0.033
C -0.060 -1.159 1.586  -0.605
C 1.094 3.194 -0.101  -0.511
C -4.638 -1.491 1.640  -0.629
C 2.348 -2.719 -0.094  -0.214
C 2.385 -0.341 -0.403  0.189
C -3.196 0.203 0.477  -0.157
C 3.771 -0.373 -0.572  -0.006
C 4.423 -1.595 -0.483  -0.210
C -3.404 -1.166 -1.921  -0.203
C -0.202 3.298 0.719  -0.209
C 0.186 -1.478 0.110  -0.412
C 1.896 1.966 0.300  0.684
H 0.440 -0.233 1.863  0.206
H -4.102 -2.358 2.027  0.223
H -4.610 -2.560 -0.837  0.211
H -0.255 -2.448 -0.126  0.213
H 1.699 4.077 0.105  0.239
H -3.148 0.756 1.405  0.204
H 0.965 0.952 -1.203  0.405
H -5.651 -1.808 1.400  0.222
H 5.550 0.642 -1.182  0.214
H 1.795 -3.628 0.093  0.207
H -4.683 -0.739 2.424  0.216
H 4.048 1.491 -1.591  0.216
H 4.242 -3.706 -0.192  0.212
H 0.839 3.170 -1.160  0.231
H -3.492 -1.700 -2.855  0.217
H 0.035 3.387 1.780  0.215
H -1.127 -1.070 1.783  0.204
H 4.617 1.469 0.074  0.248
H 5.496 -1.629 -0.606  0.208
H 0.343 -1.952 2.211  0.215
H -2.176 0.399 -2.736  0.232
H -0.747 4.187 0.390  0.219
H -1.048 1.430 1.241  0.408
H -0.309 -0.731 -0.514  0.205

Atomic forces in eV per Å
0.07 0.14 -0.23
0.15 -0.01 0.29
0.00 -0.03 0.26
-0.14 -0.36 -0.39
0.00 -0.13 0.29
-0.25 -0.18 -0.21
0.07 0.18 0.07
0.01 -0.05 0.04
0.02 0.07 0.06
-0.07 0.05 -0.09
0.05 0.03 0.09
0.00 -0.04 -0.01
-0.10 -0.04 -0.18
-0.07 -0.03 0.20
0.02 -0.04 0.00
0.03 0.01 -0.04
0.22 -0.32 0.12
0.04 0.02 -0.17
-0.05 0.03 -0.02
-0.03 0.00 0.01
0.02 -0.02 -0.04
0.14 0.21 -0.27
0.06 0.08 0.14
-0.33 0.49 -0.18
0.07 0.11 0.08
-0.02 -0.04 0.09
-0.08 -0.10 -0.01
-0.01 0.04 -0.09
0.05 -0.06 -0.04
0.00 0.04 0.09
0.11 0.16 0.06
-0.08 -0.02 0.06
0.05 0.00 -0.06
-0.08 -0.10 0.01
-0.03 0.01 0.08
0.02 0.07 -0.05
0.05 -0.08 0.00
0.01 0.05 0.03
0.00 -0.05 -0.08
-0.05 0.01 -0.06
-0.10 0.01 0.10
0.04 0.07 -0.02
0.11 0.02 -0.03
0.04 -0.03 0.10
0.03 0.05 -0.07
0.09 -0.06 0.13
-0.06 -0.04 -0.08
-0.02 -0.12 0.01

Record 3
# C20H24N3O3PS3SiTeW

A molecular structure, C20H24N3O3PS3SiTeW (ωB97M-V/def2-TZVPD, OMol25).

- Gap between HOMO and LUMO (spin up / spin down): 6.76 / 6.76 eV
- LUMO energy (spin up / spin down): -0.9 / -0.9 eV

Last column: natural (NBO) charge in e.
Geometry (Å):
W -0.551 -0.627 -0.219  0.528
Te 1.144 -2.757 0.342  -0.117
S -1.687 -0.377 -2.236  -0.025
S -2.212 -2.164 0.225  0.085
S -0.540 0.186 2.009  -0.034
P 2.361 -1.097 -0.836  2.079
Si 0.235 3.274 3.606  1.635
O 1.252 -0.086 -1.159  -1.089
O 3.089 -1.561 -2.157  -0.827
O 3.513 -0.368 -0.058  -0.820
N -7.331 -4.709 -2.112  -0.283
N -6.590 -2.383 -5.387  -0.284
N -0.650 1.563 -0.076  -0.525
C -0.425 1.773 1.232  0.136
C 1.759 2.294 4.025  -1.119
C 0.556 5.098 3.858  -1.119
C 5.279 -1.998 0.393  -0.641
C -1.220 2.735 4.629  -1.119
C -4.434 -3.072 -1.104  -0.141
C -5.041 -2.319 -3.318  -0.135
C -5.292 -3.122 -2.189  -0.141
C -5.912 -2.360 -4.460  0.269
C -6.429 -3.999 -2.147  0.269
C 2.292 -2.157 -3.223  -0.067
C 4.310 -0.998 0.977  -0.058
C -0.629 2.576 -0.943  0.095
C -3.079 -1.433 -2.244  -0.079
C -3.942 -1.479 -3.338  -0.184
C -3.326 -2.225 -1.127  -0.231
C -0.145 3.026 1.770  -0.509
C 2.798 -3.550 -3.493  -0.631
C -0.400 3.863 -0.507  -0.278
C -0.154 4.071 0.847  -0.099
H -2.108 3.318 4.375  0.243
H 5.911 -1.530 -0.361  0.223
H 5.912 -2.395 1.188  0.225
H 1.239 -2.163 -2.935  0.198
H -0.408 4.682 -1.212  0.231
H -0.809 2.331 -1.981  0.223
H 1.596 1.229 3.850  0.252
H 4.754 -2.836 -0.068  0.215
H -1.010 2.880 5.691  0.241
H -0.316 5.704 3.601  0.239
H 2.604 2.618 3.414  0.239
H 0.038 5.079 1.197  0.220
H -3.756 -0.863 -4.208  0.237
H 3.858 -3.535 -3.746  0.217
H -1.450 1.680 4.469  0.254
H 2.022 2.431 5.076  0.241
H 3.632 -1.459 1.696  0.198
H 4.822 -0.169 1.459  0.200
H 0.787 5.285 4.909  0.246
H -4.627 -3.692 -0.239  0.238
H 2.246 -3.988 -4.325  0.224
H 2.405 -1.496 -4.080  0.198
H 1.404 5.451 3.267  0.238
H 2.655 -4.181 -2.616  0.219

Atomic forces in eV per Å
-0.12 -0.02 0.00
0.00 -0.03 0.06
0.04 0.11 -0.02
-0.11 -0.08 0.09
-0.07 0.15 0.21
0.07 0.06 -0.09
0.02 0.13 -0.10
0.22 -0.07 -0.17
-0.07 0.01 -0.03
0.01 0.03 0.07
0.00 0.01 0.03
0.00 0.02 0.00
0.03 0.01 -0.13
-0.09 -0.22 0.01
0.06 -0.06 0.02
-0.01 0.02 0.01
0.01 -0.04 0.02
-0.09 -0.05 0.02
0.04 0.04 -0.01
-0.04 0.00 -0.02
-0.02 0.00 0.01
0.00 -0.04 0.01
0.01 0.00 -0.08
0.02 0.03 0.01
-0.03 0.04 -0.08
0.02 0.03 0.03
-0.02 -0.01 -0.02
0.03 -0.01 0.06
0.00 -0.01 -0.01
-0.03 -0.03 -0.04
0.00 -0.01 0.02
-0.01 -0.03 -0.02
0.02 0.04 0.09
-0.01 -0.01 0.03
0.01 0.01 0.01
0.01 0.01 -0.01
0.00 0.00 0.01
0.01 0.01 0.01
0.00 -0.02 0.01
0.03 0.00 0.01
-0.01 0.01 0.00
-0.02 0.00 0.01
0.01 0.00 0.01
0.02 -0.02 0.02
-0.01 0.02 -0.04
0.01 0.01 0.01
0.00 0.01 -0.01
-0.01 0.01 0.01
0.03 -0.01 0.00
0.00 -0.01 0.01
0.01 -0.01 0.01
0.00 0.02 -0.01
0.01 0.00 0.01
0.00 0.00 0.00
0.01 -0.02 -0.01
0.00 0.00 0.01
0.00 -0.01 -0.01

Record 4
# C20H24N4O3S

C20H24N4O3S in the gas phase (ωB97M-V/def2-TZVPD, OMol25).

- Energy relative to the best compared isomer or geometry (same formula, charge and spin): 33.49 kcal/mol
- Gap between HOMO and LUMO: 8.50 eV
- LUMO energy: 0.1 eV

Last column: natural (NBO) charge in e.
Geometry (Å):
S -3.416 -1.736 0.581  0.210
O 6.088 -0.038 2.174  -0.541
O -4.501 0.831 3.262  -0.585
O -1.492 0.346 1.873  -0.614
N -3.430 0.404 -1.148  -0.310
N -3.027 -0.279 -2.208  -0.268
N -0.113 -1.068 3.008  -0.595
N -4.195 0.705 1.010  -0.612
C 2.261 -1.280 3.182  -0.255
C -3.664 -0.060 -0.007  0.288
C -0.188 1.216 -1.928  -0.383
C -0.329 -0.728 -4.508  -0.397
C 1.157 -0.603 2.661  0.166
C -4.182 0.220 2.274  0.699
C -1.566 -1.258 -3.777  -0.447
C 2.646 0.889 1.505  -0.174
C 1.363 0.489 1.820  -0.208
C -0.208 0.799 -4.465  -0.409
C 5.158 0.596 1.725  0.576
C -0.657 -0.207 -1.597  -0.502
C 3.536 -0.873 2.865  -0.128
C 5.375 1.802 0.845  -0.718
C -1.822 -0.570 -2.473  0.294
C 3.754 0.218 2.020  -0.192
C -2.493 -1.402 3.181  -0.508
C 0.569 1.310 -3.250  -0.391
C -3.734 -1.241 2.302  -0.424
C -1.328 -0.602 2.607  0.703
H 0.160 -0.916 -1.730  0.213
H 4.928 1.638 -0.133  0.230
H 1.506 0.751 -3.169  0.189
H 6.443 1.970 0.727  0.240
H -0.108 -1.864 3.632  0.401
H 4.396 -1.391 3.263  0.240
H 0.516 1.020 1.421  0.248
H 4.920 2.682 1.295  0.230
H 2.773 1.737 0.851  0.217
H -0.972 -0.230 -0.551  0.245
H -4.371 1.685 0.838  0.432
H -1.440 -2.328 -3.585  0.219
H 0.576 -1.168 -4.086  0.194
H -2.725 -1.002 4.174  0.261
H -4.545 -1.858 2.697  0.257
H 0.830 2.358 -3.417  0.207
H -1.062 1.871 -1.955  0.209
H -2.454 -1.138 -4.398  0.228
H -2.233 -2.458 3.271  0.224
H 2.109 -2.127 3.837  0.208
H -1.203 1.246 -4.480  0.204
H 0.465 1.567 -1.126  0.203
H 0.319 1.134 -5.362  0.210
H -0.391 -1.058 -5.547  0.215

Atomic forces in eV per Å
-0.15 0.14 -0.29
-0.02 0.02 -0.01
0.01 0.06 0.18
0.05 0.20 0.01
0.02 1.49 1.20
-0.55 -1.25 -1.24
0.16 -0.30 0.27
-0.35 0.59 -0.15
-0.07 0.06 -0.04
0.35 -1.00 -0.29
0.24 -0.10 -0.08
-0.19 0.07 -0.04
0.33 0.25 -0.18
-0.11 -0.22 0.06
0.07 -0.17 -0.14
0.37 -0.20 0.16
-0.33 0.06 -0.05
0.34 -0.10 -0.03
0.15 0.23 -0.18
-0.22 0.32 0.26
0.03 0.11 -0.09
0.31 -0.09 0.07
0.22 0.05 0.39
-0.33 -0.30 0.23
-0.19 0.25 -0.16
-0.25 0.20 0.02
0.20 -0.19 -0.09
-0.12 -0.42 0.28
0.04 -0.08 0.01
-0.09 0.05 -0.09
0.07 0.01 -0.02
-0.01 -0.02 0.01
-0.13 0.14 -0.15
0.05 -0.04 0.03
-0.01 0.01 -0.01
-0.09 0.10 -0.02
0.02 0.10 -0.07
0.06 -0.10 -0.04
0.02 -0.05 0.07
-0.03 -0.05 -0.03
0.06 -0.04 -0.05
0.03 -0.07 0.02
0.06 0.21 0.01
0.09 -0.01 0.01
0.00 0.05 0.07
0.00 -0.03 0.06
0.00 0.04 0.06
-0.01 -0.09 0.07
-0.08 0.10 -0.08
-0.04 0.05 0.05
-0.08 0.04 -0.01
0.06 -0.06 0.03

The evaluated strongest force on any atom for the records listed, in turn: 2.99; 0.62; 0.29; 1.91 eV/Å.